Entry 1:
{"formula": "C31H48Cl2CoN3O4Si", "method": "ωB97M-V/def2-TZVPD", "molar_mass_g_mol": 684.667, "s2": 6.0135, "e_homo_ha": [-0.289, -0.285], "spin_multiplicity": 5, "e_tot_ha": -4267.8929, "lumo_energy_ev": [0.580, -1.175], "symbols": ["C", "C", "H", "H", "H", "C", "C", "H", "H", "H", "H", "Co", "Cl", "C", "O", "N", "C", "C", "H", "H", "H", "H", "H", "H", "H", "H", "H", "C", "C", "N", "H", "C", "O", "H", "H", "H", "H", "H", "H", "C", "C", "N", "H", "C", "O", "H", "H", "H", "H", "O", "C", "C", "C", "H", "C", "H", "C", "H", "C", "C", "H", "H", "H", "Si", "Cl", "C", "C", "C", "H", "H", "H", "H", "H", "H", "H", "H", "H", "C", "C", "C", "C", "C", "C", "C", "C", "H", "H", "H", "H", "H"], "coordinates": [[2.88, -2.41, -3.74], [2.24, -1.68, -4.88], [2.89, -3.49, -3.95], [2.32, -2.22, -2.81], [3.92, -2.09, -3.58], [2.16, -2.15, -6.14], [2.72, -3.45, -6.60], [1.70, -1.55, -6.92], [2.47, -4.28, -5.93], [3.82, -3.43, -6.72], [2.29, -3.68, -7.59], [0.35, -0.30, 1.49], [2.07, 0.47, 0.40], [-0.41, 2.33, 0.92], [-0.90, 1.20, 1.20], [-1.15, 3.27, 0.32], [-2.54, 2.97, 0.00], [-0.54, 4.48, -0.22], [0.65, 2.53, 1.12], [-3.02, 2.51, 0.86], [-2.62, 2.27, -0.84], [-3.02, 3.92, -0.26], [0.35, 4.74, 0.36], [-1.26, 5.30, -0.15], [-0.23, 4.36, -1.27], [-4.12, 1.90, 6.34], [-1.89, 1.96, 7.93], [-3.86, 0.84, 6.23], [-1.84, 0.90, 7.67], [-2.43, 0.65, 6.36], [-4.17, 0.48, 5.24], [-1.70, 0.27, 5.27], [-2.19, -0.06, 4.19], [-0.80, 0.57, 7.67], [-0.61, 0.29, 5.44], [-4.38, 0.29, 7.02], [-2.40, 0.35, 8.44], [-0.12, -4.99, 2.47], [-0.03, -3.77, -0.22], [-1.20, -4.88, 2.28], [-1.09, -4.02, -0.05], [-1.47, -3.78, 1.34], [-1.71, -4.67, 3.23], [-1.48, -2.52, 1.82], [-1.24, -1.48, 1.15], [-1.73, -3.43, -0.72], [-1.67, -2.43, 2.91], [-1.58, -5.81, 1.84], [-1.23, -5.08, -0.26], [0.57, -0.66, -3.55], [1.59, -0.36, -4.50], [-0.09, 0.05, -6.39], [1.06, 0.44, -5.68], [-0.70, -0.77, -6.01], [-0.37, 0.66, -7.62], [2.37, 0.22, -3.99], [1.85, 1.51, -6.13], [-1.24, 0.29, -8.19], [0.48, 1.64, -8.13], [1.58, 2.09, -7.38], [2.68, 1.81, -5.51], [0.28, 2.05, -9.12], [2.27, 2.83, -7.78], [-0.79, 0.10, -2.96], [1.30, -2.29, 2.26], [-2.31, -0.63, -3.74], [-0.70, 1.96, -3.14], [-0.87, -0.42, -1.21], [-2.38, -0.40, -4.81], [-3.19, -0.22, -3.23], [-2.31, -1.73, -3.62], [-0.56, -1.45, -1.03], [-1.84, -0.24, -0.75], [-0.12, 0.22, -0.71], [-0.66, 2.25, -4.19], [0.18, 2.38, -2.63], [-1.61, 2.40, -2.71], [0.91, 0.37, 3.15], [1.34, 0.73, 4.25], [1.92, 1.01, 5.51], [1.85, 0.03, 6.53], [2.48, 0.25, 7.75], [3.18, 1.45, 7.98], [3.24, 2.43, 6.97], [2.61, 2.22, 5.75], [1.32, -0.90, 6.32], [2.40, -0.52, 8.53], [3.67, 1.62, 8.94], [3.78, 3.36, 7.16], [2.65, 2.98, 4.96]]}

---

Entry 2:
{"formula": "C31H48CsN5O10P2S", "method": "ωB97M-V/def2-TZVPD", "molar_mass_g_mol": 877.670, "total_charge": -2, "e_homo_ha": -0.070, "e_tot_ha": -3337.5066, "lumo_energy_ev": 3.618, "symbols": ["Cs", "N", "C", "C", "O", "N", "C", "C", "O", "O", "H", "H", "H", "H", "H", "H", "C", "C", "C", "O", "P", "O", "C", "P", "O", "O", "C", "C", "C", "O", "C", "C", "C", "O", "C", "C", "C", "H", "H", "H", "H", "H", "H", "H", "H", "H", "H", "H", "H", "H", "H", "H", "H", "H", "H", "H", "H", "H", "H", "H", "H", "H", "H", "H", "H", "H", "H", "N", "C", "C", "N", "C", "C", "N", "H", "H", "H", "H", "H", "C", "C", "O", "S", "C", "C", "C", "C", "C", "C", "C", "C", "H", "H", "H", "H", "H", "H", "H"], "coordinates": [[0.05, 2.05, -0.44], [-1.25, 5.70, -0.50], [-2.33, 5.61, 0.48], [-3.16, 4.32, 0.60], [-4.19, 4.40, 1.31], [-2.67, 3.27, -0.05], [-3.40, 2.05, 0.15], [-2.66, 0.99, 0.96], [-2.71, -0.21, 0.65], [-2.01, 1.45, 1.97], [-1.61, 5.38, -1.40], [-0.55, 4.99, -0.30], [-3.03, 6.42, 0.31], [-1.91, 5.78, 1.48], [-3.63, 1.56, -0.81], [-4.36, 2.22, 0.66], [2.77, -3.89, 3.27], [1.84, -2.71, 3.48], [1.90, -2.18, 4.90], [2.25, -1.66, 2.59], [1.21, -1.05, 1.54], [1.86, -0.05, 0.68], [-0.28, -0.50, 2.38], [-0.32, 1.26, 2.95], [0.29, 2.36, 2.15], [0.96, 0.80, 3.99], [1.77, 1.81, 4.57], [3.07, 1.89, 3.78], [2.01, 1.44, 6.02], [-1.26, 1.68, 4.21], [-1.84, 0.70, 5.05], [-2.18, 1.40, 6.35], [-3.08, 0.08, 4.41], [0.62, -2.32, 0.78], [1.11, -2.93, -0.44], [2.60, -2.76, -0.68], [0.69, -4.38, -0.39], [2.53, -4.70, 3.95], [3.81, -3.58, 3.44], [2.69, -4.26, 2.24], [0.82, -3.02, 3.23], [2.93, -1.94, 5.17], [1.53, -2.93, 5.60], [1.31, -1.26, 4.99], [-0.43, -1.12, 3.27], [-1.11, -0.70, 1.70], [1.26, 2.77, 4.51], [3.58, 0.93, 3.82], [3.74, 2.66, 4.19], [2.84, 2.12, 2.74], [2.53, 0.48, 6.09], [1.05, 1.35, 6.55], [2.61, 2.20, 6.53], [-1.09, -0.08, 5.26], [-2.90, 2.21, 6.15], [-1.29, 1.84, 6.79], [-2.63, 0.71, 7.06], [-3.80, 0.86, 4.17], [-3.54, -0.62, 5.11], [-2.85, -0.45, 3.48], [0.57, -2.42, -1.25], [3.18, -3.24, 0.12], [2.88, -1.71, -0.73], [2.86, -3.24, -1.62], [1.23, -4.90, 0.41], [0.91, -4.87, -1.33], [-0.38, -4.45, -0.19], [1.33, -3.27, -4.86], [1.64, -2.01, -4.32], [0.71, -1.31, -3.54], [1.00, -0.16, -2.98], [2.23, 0.33, -3.18], [3.15, -0.38, -3.94], [2.86, -1.55, -4.51], [0.35, -3.37, -5.10], [1.93, -3.51, -5.63], [-0.28, -1.72, -3.38], [2.45, 1.31, -2.77], [4.15, 0.01, -4.09], [-2.23, -2.21, -6.13], [-2.47, -2.27, -7.62], [-2.92, -3.24, -8.18], [-2.06, -0.83, -8.58], [-1.34, 0.27, -7.40], [-2.16, 1.10, -6.63], [-1.61, 1.93, -5.67], [-0.22, 1.96, -5.43], [0.59, 1.12, -6.24], [0.03, 0.29, -7.19], [0.34, 2.74, -4.40], [0.77, 3.27, -3.36], [-1.21, -1.89, -5.92], [-2.44, -3.20, -5.72], [-2.88, -1.46, -5.67], [-3.23, 1.09, -6.78], [-2.24, 2.56, -5.05], [1.66, 1.13, -6.08], [0.67, -0.35, -7.79]]}

---

Entry 3:
{"formula": "C31H48F6N15OPV", "method": "ωB97M-V/def2-TZVPD", "molar_mass_g_mol": 842.735, "total_charge": 1, "s2": 2.0265, "e_homo_ha": [-0.399, -0.480], "spin_multiplicity": 3, "e_tot_ha": -3991.0450, "lumo_energy_ev": [-2.521, -2.866], "symbols": ["V", "P", "F", "F", "F", "F", "F", "F", "C", "O", "H", "H", "H", "C", "C", "N", "H", "H", "H", "C", "C", "N", "H", "H", "H", "C", "C", "N", "H", "H", "H", "C", "C", "N", "H", "H", "H", "C", "C", "N", "H", "H", "H", "C", "C", "N", "H", "H", "H", "C", "C", "N", "H", "H", "H", "C", "C", "N", "H", "H", "H", "C", "C", "N", "H", "H", "H", "C", "C", "N", "H", "H", "H", "C", "C", "N", "H", "H", "H", "C", "C", "N", "H", "H", "H", "C", "C", "N", "H", "H", "H", "C", "C", "N", "H", "H", "H", "C", "C", "N", "H", "H", "H"], "coordinates": [[6.98, 12.10, 16.63], [5.28, 14.80, 14.45], [4.67, 15.89, 13.44], [6.21, 14.21, 13.33], [6.48, 15.78, 14.79], [5.85, 13.70, 15.52], [4.43, 15.29, 15.69], [4.04, 13.88, 13.99], [2.47, 9.28, 19.99], [7.60, 11.01, 17.56], [2.18, 8.40, 20.46], [2.79, 10.11, 20.62], [2.68, 9.51, 18.96], [3.44, 11.44, 11.88], [4.59, 10.94, 12.56], [5.44, 10.58, 13.26], [3.03, 12.23, 12.51], [2.68, 10.62, 11.73], [3.76, 12.03, 11.00], [-0.20, 13.70, 13.43], [0.59, 12.73, 14.24], [1.19, 12.02, 14.89], [-0.40, 13.28, 12.48], [0.37, 14.59, 13.27], [-1.08, 13.99, 14.00], [5.53, 18.09, 17.41], [5.96, 16.95, 18.18], [6.32, 16.04, 18.80], [5.54, 19.01, 18.06], [4.48, 17.91, 17.18], [6.16, 18.28, 16.56], [7.44, 17.72, 22.88], [8.35, 17.69, 21.73], [8.98, 17.63, 20.75], [7.51, 18.68, 23.29], [7.64, 16.93, 23.61], [6.37, 17.65, 22.55], [2.27, 8.27, 7.65], [2.33, 8.49, 9.12], [2.26, 8.68, 10.26], [1.74, 9.14, 7.28], [1.65, 7.40, 7.42], [3.28, 8.16, 7.31], [9.19, 16.07, 17.17], [8.65, 14.73, 16.92], [8.25, 13.67, 16.74], [8.52, 16.55, 17.82], [9.17, 16.68, 16.26], [10.26, 15.85, 17.54], [-1.17, 17.39, 20.85], [-1.70, 16.64, 19.76], [-1.99, 16.04, 18.82], [-0.73, 18.40, 20.63], [-0.43, 16.77, 21.38], [-1.98, 17.67, 21.46], [8.23, 12.04, 12.15], [8.07, 11.89, 13.61], [7.92, 11.60, 14.70], [8.18, 10.97, 11.92], [9.14, 12.59, 11.85], [7.35, 12.63, 11.73], [2.28, 15.43, 18.35], [2.27, 16.34, 19.48], [2.34, 17.23, 20.23], [1.55, 14.58, 18.43], [3.28, 15.08, 18.14], [2.09, 16.07, 17.45], [10.44, 20.49, 14.02], [9.68, 19.74, 15.04], [9.19, 19.18, 15.93], [9.70, 20.89, 13.36], [10.95, 19.68, 13.48], [11.03, 21.25, 14.52], [0.04, 11.12, 18.05], [1.29, 11.63, 18.53], [2.31, 12.08, 18.79], [0.08, 10.07, 18.16], [-0.11, 11.31, 17.00], [-0.78, 11.52, 18.65], [4.24, 16.48, 10.10], [4.51, 15.26, 9.33], [4.49, 14.37, 8.59], [5.14, 16.73, 10.68], [3.43, 16.26, 10.78], [3.91, 17.33, 9.45], [3.45, 9.27, 15.83], [4.34, 10.28, 16.15], [5.06, 11.16, 16.18], [2.96, 8.77, 16.59], [3.79, 8.56, 15.08], [2.65, 9.74, 15.21], [4.81, 13.75, 20.41], [5.46, 13.45, 19.17], [6.05, 13.01, 18.27], [4.62, 14.83, 20.54], [5.37, 13.34, 21.30], [3.87, 13.20, 20.37], [-1.47, 17.79, 15.52], [-0.85, 17.85, 14.24], [-0.63, 17.93, 13.10], [-1.28, 18.69, 16.14], [-1.19, 16.90, 16.15], [-2.52, 17.64, 15.34]]}

---

Entry 4:
{"formula": "C31H48N5O8", "method": "ωB97M-V/def2-TZVPD", "molar_mass_g_mol": 618.752, "total_charge": 1, "e_homo_ha": -0.395, "e_tot_ha": -2084.4505, "lumo_energy_ev": -4.924, "symbols": ["C", "C", "C", "O", "O", "C", "C", "C", "C", "C", "C", "C", "C", "C", "O", "C", "C", "O", "C", "C", "C", "C", "C", "C", "C", "N", "O", "C", "N", "H", "H", "H", "H", "H", "H", "H", "H", "H", "H", "H", "H", "H", "H", "H", "H", "H", "H", "H", "H", "H", "H", "H", "H", "H", "H", "H", "C", "O", "N", "C", "C", "H", "H", "H", "H", "H", "H", "H", "C", "O", "N", "C", "C", "H", "H", "H", "H", "H", "H", "H", "C", "O", "N", "C", "C", "H", "H", "H", "H", "H", "H", "H"], "coordinates": [[3.51, -0.47, 2.98], [4.25, -1.01, 1.80], [3.50, -0.89, 0.32], [4.16, -0.19, -0.63], [2.20, -1.56, 0.08], [2.48, -2.87, -0.53], [1.75, -4.14, 0.22], [0.14, -3.92, 0.53], [-0.74, -4.35, -0.80], [-2.38, -4.18, -0.55], [-2.95, -2.79, -1.28], [-2.91, -1.61, -0.14], [-4.20, -1.27, 0.87], [-5.55, -2.22, 0.60], [-6.09, -1.74, -0.71], [-6.30, -0.28, -0.68], [-5.39, 0.83, -1.53], [-7.30, 0.23, 0.06], [-4.15, -0.06, 2.02], [-5.44, 0.26, 2.98], [-5.62, 1.43, 3.87], [-2.71, 0.78, 2.06], [-1.50, 0.38, 1.00], [-0.04, 1.18, 0.92], [0.07, 2.37, -0.02], [-1.65, -0.78, -0.01], [-0.64, -1.05, -0.88], [-0.80, -0.21, -2.11], [-1.18, 0.22, -3.28], [3.23, -1.23, 3.83], [3.19, 0.66, 3.04], [5.31, -1.53, 1.95], [3.65, -3.05, -0.42], [2.29, -2.85, -1.70], [1.86, -5.07, -0.51], [2.32, -4.35, 1.23], [-0.12, -2.85, 0.95], [-0.18, -4.68, 1.39], [-0.58, -5.50, -1.08], [-0.45, -3.64, -1.71], [-2.65, -4.06, 0.60], [-2.89, -5.15, -0.97], [-2.28, -2.58, -2.22], [-4.04, -3.05, -1.65], [-5.14, -3.33, 0.52], [-6.37, -2.09, 1.42], [-5.94, 1.86, -1.62], [-4.44, 1.03, -0.84], [-4.96, 0.40, -2.54], [-6.36, -0.50, 2.92], [-4.80, 1.93, 4.55], [-6.72, 1.88, 3.96], [-2.58, 1.66, 2.85], [0.86, 0.79, 1.55], [0.67, 2.25, -1.04], [-0.41, 3.42, 0.19], [-0.79, -7.62, -3.69], [-1.72, -7.43, -2.92], [-0.33, -6.72, -4.63], [0.78, -7.03, -5.51], [-0.98, -5.43, -4.74], [-0.23, -8.57, -3.69], [1.57, -6.30, -5.35], [0.43, -6.97, -6.55], [1.17, -8.03, -5.32], [-0.90, -4.91, -3.79], [-2.04, -5.58, -4.98], [-0.51, -4.83, -5.53], [3.80, 4.35, 1.34], [2.69, 3.83, 1.32], [4.99, 3.70, 1.09], [6.26, 4.38, 1.14], [4.97, 2.28, 0.78], [3.93, 5.42, 1.57], [6.74, 4.30, 0.16], [6.89, 3.91, 1.90], [6.13, 5.44, 1.39], [4.36, 2.13, -0.12], [4.51, 1.74, 1.61], [5.98, 1.91, 0.61], [3.22, 7.65, 2.16], [4.42, 7.91, 2.13], [2.20, 8.52, 1.88], [0.81, 8.13, 1.94], [2.52, 9.88, 1.50], [2.87, 6.64, 2.44], [0.36, 8.27, 0.95], [0.30, 8.76, 2.67], [0.71, 7.08, 2.24], [3.15, 9.87, 0.60], [3.09, 10.35, 2.31], [1.61, 10.46, 1.30]]}